Computed, not measured: a gas-phase ion, C10H21Cl3N3O5P2 (charge +1) at a distorted geometry, with ωB97M-V/def2-TZVPD.

CARTESIAN COORDINATES (ANGSTROEM)
N: 0.854 -0.059 4.261
C: 0.528 -0.917 3.176
O: 1.243 -1.797 2.803
C: -0.841 -0.692 2.579
C: -0.904 0.305 1.406
C: -0.298 -0.041 0.038
C: 1.218 -0.297 0.065
C: 2.035 0.714 0.874
C: 3.398 1.022 0.221
Cl: 3.637 2.762 -0.040
C: -0.571 1.230 -0.837
N: -0.506 1.087 -2.284
P: 0.570 1.961 -3.254
O: 1.976 1.518 -2.532
Cl: 0.378 3.825 -2.402
C: -1.056 -0.109 -2.878
C: -0.607 -1.334 -2.113
N: -1.001 -1.238 -0.649
Cl: -0.512 -2.809 0.040
P: -2.819 -1.245 -0.553
O: -3.377 0.077 -0.787
O: -3.103 -1.901 0.838
O: -3.217 -2.351 -1.593
H: 1.377 0.755 3.953
H: 1.478 -0.585 4.867
H: -1.259 -1.661 2.349
H: -1.455 -0.270 3.373
H: -1.945 0.593 1.274
H: -0.415 1.222 1.730
H: 1.576 -0.248 -0.959
H: 1.434 -1.293 0.443
H: 1.522 1.666 0.990
H: 2.249 0.342 1.871
H: 3.520 0.503 -0.723
H: 4.208 0.702 0.868
H: -1.536 1.643 -0.550
H: 0.165 1.975 -0.550
H: 2.643 2.219 -2.607
H: -2.142 -0.056 -3.002
H: -0.652 -0.214 -3.887
H: -0.995 -2.269 -2.500
H: 0.475 -1.400 -2.154
H: -3.828 -1.414 1.268
H: -3.446 -1.923 -2.435

Forces on atoms 1 to 2 (eV/Å):
N 0.2 -0.4 0.2
C -0.4 0.8 0.2

SMILES: NC(=O)CC[C@]1(CCCCl)CN(P(O)Cl)CC[N@+]1(Cl)P(=O)(O)O
Total charge: +1
Frontier orbital gap: 8.25 eV

***

Computed, not measured: a molecular structure, C41H30CrGeN5O6S, with ωB97M-V/def2-TZVPD.

CARTESIAN COORDINATES (ANGSTROEM)
Cr: 0.499 0.102 -1.130
C: 0.760 2.102 -1.938
C: 2.047 2.574 -1.470
C: 2.938 2.523 -2.506
C: 2.243 2.086 -3.685
C: 0.930 1.873 -3.358
H: -0.179 2.480 -1.540
H: 2.279 2.843 -0.449
H: 4.001 2.713 -2.442
H: 2.696 1.915 -4.652
H: 0.145 1.551 -4.029
N: -1.236 -1.983 -4.724
C: 0.048 -2.395 -5.036
C: 0.548 -3.162 -6.081
C: 1.917 -3.363 -6.098
C: 2.747 -2.814 -5.111
C: 2.246 -2.051 -4.072
C: 0.866 -1.848 -4.039
N: 0.075 -1.136 -3.135
C: -1.143 -1.232 -3.590
C: -2.241 -0.561 -2.925
C: -3.577 -0.817 -2.992
S: -4.374 0.103 -1.791
C: -2.877 0.781 -1.319
N: -1.855 0.363 -1.997
H: -2.078 -2.171 -5.235
H: -0.096 -3.580 -6.845
H: 2.355 -3.956 -6.892
H: 3.813 -2.993 -5.161
H: 2.879 -1.616 -3.313
H: -4.097 -1.545 -3.592
H: -2.815 1.459 -0.484
O: 4.176 -1.711 -1.107
C: 3.051 -1.327 -0.812
O: 2.350 -0.503 -1.533
C: 2.271 -1.907 0.345
C: 2.356 -3.259 0.638
C: 1.343 -3.840 1.390
C: 0.176 -3.149 1.720
C: 0.124 -1.808 1.408
C: 1.252 -1.118 0.908
N: -1.086 -1.077 1.400
O: -1.105 -0.393 0.146
O: -3.877 -0.255 1.427
N: 1.440 -5.261 1.712
O: 0.510 -5.788 2.303
O: 2.453 -5.867 1.387
H: 3.165 -3.852 0.238
H: -0.691 -3.636 2.144
H: 2.298 0.705 0.741
C: 1.271 0.344 0.775
Ge: 0.046 1.293 1.951
C: -1.118 -0.131 2.482
C: -3.776 -1.483 1.274
C: -3.700 -2.495 2.263
C: -3.216 -2.406 3.573
C: -2.423 -1.480 4.218
C: -1.634 -0.398 3.705
C: -1.009 2.813 1.272
C: -0.493 3.963 0.675
C: -1.325 4.999 0.265
C: -2.696 4.906 0.463
C: -3.226 3.773 1.066
C: -2.392 2.735 1.467
C: 1.082 2.024 3.468
C: 1.169 3.380 3.775
C: 1.937 3.832 4.843
C: 2.634 2.928 5.630
C: 2.555 1.570 5.344
C: 1.787 1.128 4.277
H: -3.712 -1.873 0.228
H: -4.076 -3.463 1.938
H: -3.500 -3.249 4.208
H: -2.373 -1.589 5.299
H: -1.353 0.339 4.460
H: 0.573 4.052 0.499
H: -0.901 5.872 -0.217
H: -3.348 5.710 0.141
H: -4.296 3.685 1.216
H: -2.820 1.832 1.897
H: 0.622 4.100 3.176
H: 1.990 4.893 5.060
H: 3.233 3.276 6.464
H: 3.092 0.854 5.956
H: 1.725 0.065 4.066

Forces on atoms 1 to 2 (eV/Å):
Cr -0.1 -0.3 0.4
C 0.1 0.0 0.0

Spin multiplicity: 4
Total charge: -2
Frontier orbital gap (spin up / spin down): 4.53 / 4.54 eV

***

Computed, not measured: 9 unconnected molecules or ions with the total composition C2H22O10 at a distorted geometry, with ωB97M-V/def2-TZVPD.

CARTESIAN COORDINATES (ANGSTROEM)
O: 1.676 3.286 0.514
H: 1.537 2.436 0.030
H: 0.953 3.397 1.192
O: -1.967 -2.020 1.381
H: -2.090 -2.653 2.098
H: -1.075 -2.022 1.067
O: -2.602 -0.755 -0.883
H: -1.744 -0.453 -1.277
H: -2.225 -1.196 -0.144
O: -1.700 2.395 -1.086
H: -1.950 2.436 -0.173
H: -2.548 2.559 -1.513
O: -0.439 3.031 2.245
H: -0.213 2.784 3.160
H: -0.593 2.260 1.769
O: -0.478 0.759 0.835
H: -0.088 0.780 -0.041
H: 0.232 0.418 1.350
O: 2.111 0.684 -0.388
H: 2.674 0.566 0.315
H: 2.775 0.533 -1.088
O: 1.248 -0.527 2.380
H: 1.168 -0.718 3.277
H: 2.064 -1.051 2.173
C: 0.516 -1.381 -2.227
C: 0.047 -2.586 -1.321
O: 0.434 -2.136 -0.026
O: -0.406 -0.334 -2.184
H: 0.535 -1.710 -3.271
H: 1.506 -0.933 -2.092
H: 0.547 -3.457 -1.432
H: -0.987 -2.792 -1.455
H: 1.301 -1.829 -0.180
H: -0.218 0.229 -3.004

Forces on atoms 1 to 2 (eV/Å):
O -0.3 -0.4 0.1
H -0.1 1.3 0.8

SMILES: OCCO.O.O.O.O.O.O.O.O
Total charge: 0
Frontier orbital gap: 8.86 eV

***

Computed, not measured: 11 unconnected molecules or ions with the total composition C13H39BFN10O20 at a distorted geometry, with ωB97M-V/def2-TZVPD.

CARTESIAN COORDINATES (ANGSTROEM)
B: 2.576 -0.955 0.536
C: 1.337 -2.027 0.529
F: 1.793 -3.205 1.270
C: 0.020 -1.541 1.253
C: -1.118 -0.983 0.294
H: 2.384 0.005 -0.174
H: 3.552 -1.541 0.128
H: 2.786 -0.614 1.679
H: 1.158 -2.379 -0.530
H: -0.420 -2.460 1.768
H: 0.209 -0.788 2.074
H: -1.831 -0.372 0.947
H: -0.760 -0.279 -0.511
H: -1.753 -1.833 -0.131
C: -2.085 2.638 3.679
N: -1.351 2.126 2.495
O: -1.995 1.856 1.495
O: -0.144 2.006 2.608
H: -3.144 2.695 3.444
H: -1.906 1.940 4.495
H: -1.689 3.626 3.909
C: -2.255 -1.356 -3.649
N: -3.271 -1.978 -2.764
O: -2.911 -2.897 -2.049
O: -4.403 -1.523 -2.813
H: -1.303 -1.858 -3.497
H: -2.595 -1.475 -4.676
H: -2.185 -0.304 -3.377
C: 1.265 2.430 -1.586
N: 2.023 1.904 -2.750
O: 1.392 1.627 -3.758
O: 3.226 1.784 -2.615
H: 0.211 2.484 -1.849
H: 1.421 1.741 -0.753
H: 1.659 3.420 -1.361
C: -5.496 -4.517 -0.600
N: -6.290 -4.738 0.637
O: -7.449 -4.355 0.640
O: -5.725 -5.290 1.565
H: -6.125 -4.021 -1.335
H: -4.643 -3.894 -0.338
H: -5.175 -5.493 -0.961
C: 0.010 -1.092 6.585
N: -0.969 -0.038 6.216
O: -1.550 -0.167 5.153
O: -1.119 0.882 7.002
H: 0.035 -1.837 5.792
H: 0.981 -0.611 6.694
H: -0.319 -1.535 7.523
C: 0.934 0.718 -7.624
N: -0.085 0.088 -6.747
O: 0.281 -0.829 -6.034
O: -1.219 0.536 -6.804
H: 1.882 0.219 -7.462
H: 0.603 0.598 -8.651
H: 0.996 1.769 -7.348
C: 3.465 -2.764 8.024
N: 2.241 -2.365 8.767
O: 1.275 -3.108 8.702
O: 2.289 -1.318 9.388
H: 3.275 -3.709 7.521
H: 3.682 -1.978 7.302
H: 4.270 -2.865 8.750
C: 6.086 3.767 -2.198
N: 6.043 5.062 -1.471
O: 7.102 5.642 -1.288
O: 4.949 5.455 -1.108
H: 7.119 3.547 -2.458
H: 5.683 3.002 -1.536
H: 5.476 3.873 -3.093
C: -6.522 2.093 5.127
N: -5.692 2.798 4.116
O: -4.687 3.366 4.510
O: -6.076 2.756 2.962
H: -6.060 2.214 6.104
H: -7.513 2.543 5.108
H: -6.561 1.042 4.844
C: 4.995 0.187 -9.253
N: 3.611 0.625 -9.570
O: 3.455 1.772 -9.952
O: 2.725 -0.199 -9.422
H: 5.673 1.019 -9.430
H: 5.013 -0.112 -8.207
H: 5.231 -0.651 -9.907

Forces on atoms 1 to 2 (eV/Å):
B -0.2 -0.7 0.2
C -0.2 0.7 0.3

Total charge: -1
Frontier orbital gap: 6.01 eV

***

Please write out number 2 again, unchanged.
Computed, not measured: a molecular structure, C41H30CrGeN5O6S, with ωB97M-V/def2-TZVPD.

CARTESIAN COORDINATES (ANGSTROEM)
Cr: 0.499 0.102 -1.130
C: 0.760 2.102 -1.938
C: 2.047 2.574 -1.470
C: 2.938 2.523 -2.506
C: 2.243 2.086 -3.685
C: 0.930 1.873 -3.358
H: -0.179 2.480 -1.540
H: 2.279 2.843 -0.449
H: 4.001 2.713 -2.442
H: 2.696 1.915 -4.652
H: 0.145 1.551 -4.029
N: -1.236 -1.983 -4.724
C: 0.048 -2.395 -5.036
C: 0.548 -3.162 -6.081
C: 1.917 -3.363 -6.098
C: 2.747 -2.814 -5.111
C: 2.246 -2.051 -4.072
C: 0.866 -1.848 -4.039
N: 0.075 -1.136 -3.135
C: -1.143 -1.232 -3.590
C: -2.241 -0.561 -2.925
C: -3.577 -0.817 -2.992
S: -4.374 0.103 -1.791
C: -2.877 0.781 -1.319
N: -1.855 0.363 -1.997
H: -2.078 -2.171 -5.235
H: -0.096 -3.580 -6.845
H: 2.355 -3.956 -6.892
H: 3.813 -2.993 -5.161
H: 2.879 -1.616 -3.313
H: -4.097 -1.545 -3.592
H: -2.815 1.459 -0.484
O: 4.176 -1.711 -1.107
C: 3.051 -1.327 -0.812
O: 2.350 -0.503 -1.533
C: 2.271 -1.907 0.345
C: 2.356 -3.259 0.638
C: 1.343 -3.840 1.390
C: 0.176 -3.149 1.720
C: 0.124 -1.808 1.408
C: 1.252 -1.118 0.908
N: -1.086 -1.077 1.400
O: -1.105 -0.393 0.146
O: -3.877 -0.255 1.427
N: 1.440 -5.261 1.712
O: 0.510 -5.788 2.303
O: 2.453 -5.867 1.387
H: 3.165 -3.852 0.238
H: -0.691 -3.636 2.144
H: 2.298 0.705 0.741
C: 1.271 0.344 0.775
Ge: 0.046 1.293 1.951
C: -1.118 -0.131 2.482
C: -3.776 -1.483 1.274
C: -3.700 -2.495 2.263
C: -3.216 -2.406 3.573
C: -2.423 -1.480 4.218
C: -1.634 -0.398 3.705
C: -1.009 2.813 1.272
C: -0.493 3.963 0.675
C: -1.325 4.999 0.265
C: -2.696 4.906 0.463
C: -3.226 3.773 1.066
C: -2.392 2.735 1.467
C: 1.082 2.024 3.468
C: 1.169 3.380 3.775
C: 1.937 3.832 4.843
C: 2.634 2.928 5.630
C: 2.555 1.570 5.344
C: 1.787 1.128 4.277
H: -3.712 -1.873 0.228
H: -4.076 -3.463 1.938
H: -3.500 -3.249 4.208
H: -2.373 -1.589 5.299
H: -1.353 0.339 4.460
H: 0.573 4.052 0.499
H: -0.901 5.872 -0.217
H: -3.348 5.710 0.141
H: -4.296 3.685 1.216
H: -2.820 1.832 1.897
H: 0.622 4.100 3.176
H: 1.990 4.893 5.060
H: 3.233 3.276 6.464
H: 3.092 0.854 5.956
H: 1.725 0.065 4.066

Forces on atoms 1 to 2 (eV/Å):
Cr -0.1 -0.3 0.4
C 0.1 0.0 0.0

Spin multiplicity: 4
Total charge: -2
Frontier orbital gap (spin up / spin down): 4.53 / 4.54 eV

***

Question: Which value of total charge does entry 3 give?
Answer: 0

***

Question: Which of these has the lowest total charge?
Answer: C41H30CrGeN5O6S

***

Question: total charge of number 2 (C41H30CrGeN5O6S)?
Answer: -2